92
Properties=species:S:1:pos:R:3:forces:R:3 method="wB97M-V/def2-TZVPD" homo_ha=-0.24695 total_charge=-1 energy_ha=-4445.5886 orbital_gap_ev=8.83
As 1.9961 0.9765 -0.5605 1.530 0.854 -1.478
F 3.3144 1.0259 -1.7873 -1.055 -0.199 0.848
F 0.8310 1.4358 -1.8729 1.212 -0.296 1.281
F 0.6084 1.1044 0.5351 1.475 -0.589 -0.366
F 3.2807 0.4955 0.6593 -2.067 0.207 -1.015
F 2.4799 2.7108 -0.1867 -1.092 -1.924 -0.329
F 1.7422 -0.7748 -1.0223 0.034 1.862 1.076
C 3.0231 -5.7052 0.8021 3.840 -1.196 -1.994
O 3.4634 -6.7892 1.1408 -0.063 -0.759 0.252
N 2.2047 -4.9888 1.4932 -2.540 1.278 1.866
N 3.5352 -5.0266 -0.2757 -0.580 -0.277 -0.269
H 2.0231 -5.3944 2.4002 -0.807 0.641 -0.200
H 1.7601 -4.2214 1.0099 -0.341 0.030 1.090
H 4.3522 -5.4194 -0.7210 -0.453 0.437 -0.140
H 3.1153 -4.1226 -0.4390 0.937 -0.058 -0.631
C 5.5125 1.6088 6.0798 0.654 -1.130 0.965
C 4.3366 2.3913 5.6185 0.783 2.206 -1.211
C 4.8760 3.6060 4.7282 -1.998 0.466 0.172
O 3.7950 4.5449 4.4019 0.890 -0.217 -0.337
C 4.3429 5.6011 3.5685 0.065 -1.308 1.163
N 3.4521 1.5566 4.8439 -0.524 -0.431 -0.173
H 6.0751 1.0921 5.3022 -0.016 0.174 -0.173
H 5.1304 0.8442 6.7562 0.010 -0.326 -0.121
H 6.1891 2.1811 6.7144 0.140 0.317 -0.285
H 3.8865 2.7409 6.5477 -0.567 0.319 -0.351
H 5.2180 3.1648 3.7920 0.182 -0.164 -0.198
H 5.6658 4.2630 5.0924 0.395 -0.522 0.727
H 3.5133 6.1679 3.1460 0.286 -0.161 -0.146
H 5.0402 5.1378 2.8705 -0.459 0.118 -0.781
H 5.0073 6.2227 4.1688 -0.208 0.478 0.301
H 2.5449 1.9455 4.6297 -0.111 0.466 0.524
H 3.8237 1.4272 3.9136 0.442 -0.310 -0.136
C 1.3223 -0.7658 -5.8906 0.971 -0.261 -2.749
C -0.0102 -1.4198 -6.1935 0.241 -0.839 -0.424
C -0.0090 -2.7410 -7.0799 1.700 1.244 1.293
O 1.1857 -3.4703 -6.6056 -1.922 -0.796 -1.954
C 1.2723 -4.7604 -7.2740 1.086 0.432 1.385
N -0.4087 -1.7837 -4.8996 -2.514 -0.993 2.439
H 1.2178 0.2836 -5.6148 -0.028 -0.156 0.099
H 1.8356 -0.8640 -6.8471 1.012 0.641 0.062
H 1.8566 -1.3462 -5.1383 0.056 0.253 -0.169
H -0.7034 -0.6851 -6.6034 -0.158 -0.107 -0.267
H 0.0381 -2.4961 -8.1410 0.577 0.019 -0.206
H -0.9091 -3.3476 -6.9796 -0.095 0.073 0.597
H 0.7157 -5.5620 -6.7885 -0.795 0.310 0.085
H 2.2942 -5.0765 -7.0646 0.235 0.085 -0.526
H 1.0655 -4.7557 -8.3442 0.007 0.338 0.006
H -0.1499 -1.0195 -4.2920 -0.370 0.100 0.426
H 0.1870 -2.5328 -4.5770 0.014 -0.312 -0.028
C -5.4260 -3.6172 6.7813 1.270 -0.847 0.884
C -5.2643 -4.0607 5.3522 1.129 1.754 -1.276
C -4.8252 -2.8340 4.5549 -0.713 0.271 -1.223
O -4.7624 -3.1927 3.1072 -0.764 1.094 1.589
C -4.5572 -2.0439 2.2595 0.352 -0.295 1.228
N -4.1799 -5.0110 5.1133 -0.567 -1.631 -0.137
H -5.7480 -4.4488 7.4080 -0.228 0.110 0.068
H -5.9439 -2.6966 7.0505 -0.486 -0.198 -0.653
H -4.3957 -3.4220 7.0785 0.187 0.072 0.450
H -6.1901 -4.4108 4.8956 0.045 -0.360 0.104
H -3.8730 -2.4674 4.9383 0.539 -0.306 -0.277
H -5.4881 -2.0034 4.7974 -0.584 0.242 -0.837
H -3.5454 -1.7129 2.4933 0.253 0.216 -0.746
H -5.2004 -1.2004 2.5105 -0.393 -0.102 0.162
H -4.7408 -2.3017 1.2164 0.347 -0.234 0.194
H -3.2615 -4.8354 5.4951 -0.277 0.612 0.744
H -4.0126 -4.9553 4.1188 -0.099 -0.393 -0.282
C -3.5068 4.4296 -4.6097 0.739 0.300 0.304
C -4.5292 4.2777 -3.4995 -0.230 1.039 -1.796
C -4.3577 3.1675 -2.5737 -0.882 -2.282 -0.149
O -5.4922 3.0498 -1.7361 -1.295 -0.591 0.898
C -6.7651 2.5736 -2.2131 0.417 1.178 0.530
N -4.7376 5.5112 -2.7713 0.018 0.436 0.658
H -3.4309 3.6417 -5.3591 -0.460 -0.380 0.300
H -2.5077 4.5001 -4.1796 0.194 0.481 -0.160
H -3.8157 5.3265 -5.1465 0.503 0.182 0.038
H -5.4177 4.1218 -4.1115 -0.634 -0.290 0.451
H -3.5512 3.2025 -1.8414 0.415 0.260 -0.496
H -4.2951 2.2885 -3.2152 0.450 -0.642 0.263
H -7.1771 3.2457 -2.9659 0.175 -0.245 -0.576
H -7.4542 2.7262 -1.3825 0.180 -0.228 0.256
H -6.8193 1.5223 -2.4959 0.453 0.001 -0.242
H -3.9738 5.5693 -2.1131 1.107 0.581 -0.213
H -5.3886 5.2300 -2.0521 -1.127 0.184 -0.054
O 7.4586 -1.6293 1.4625 0.208 -0.103 0.208
H 6.5152 -1.5597 1.3158 -0.323 0.060 -0.011
H 7.8494 -1.4206 0.6140 0.080 0.074 -0.196
O -1.0367 4.1390 3.0250 -0.207 0.226 0.208
H -1.3512 3.2529 2.8456 -0.035 -0.229 -0.107
H -0.1487 4.1553 2.6681 0.280 -0.027 -0.146
O 6.4767 2.1099 -4.8051 0.299 0.003 -0.207
H 6.0715 1.4822 -4.2067 -0.166 -0.168 0.214
H 5.8598 2.8411 -4.8396 -0.174 0.156 0.035



89
Properties=species:S:1:pos:R:3:forces:R:3 method="wB97M-V/def2-TZVPD" homo_ha=-0.35310 de_lowest_ev=0.000 energy_ha=-4268.0898 orbital_gap_ev=9.36
O 2.9979 -2.8773 0.8915 0.468 -0.648 0.086
H 2.7397 -3.4353 1.6919 -0.272 -0.040 0.585
H 3.5704 -2.1401 1.1524 -0.006 0.197 -0.274
H 2.1889 -2.5678 0.4096 -0.239 0.611 -0.306
As 0.0368 -0.3130 -0.2669 0.935 0.850 0.428
F 0.9257 -1.8458 -0.1375 -0.035 -0.734 -0.121
F 0.8154 0.1615 1.2119 -0.112 -0.171 0.256
F -0.7207 1.2262 -0.3571 -0.613 -0.169 0.127
F -0.7024 -0.8456 -1.7133 -0.034 -0.006 -0.252
F -1.2449 -1.0270 0.6396 0.272 0.189 0.162
F 1.3892 0.3147 -1.1173 0.123 -0.088 -0.328
C -0.4029 -3.5020 2.7383 -0.098 -0.035 -0.495
C 0.9025 -2.8658 3.1690 -0.574 0.205 0.504
C 0.8387 -2.3357 4.5876 -0.019 0.092 0.160
O 2.0292 -3.7737 3.0475 -0.076 0.253 -0.414
H -0.3869 -3.7742 1.6796 0.133 -0.115 0.057
H -1.2052 -2.7671 2.8192 -0.004 -0.043 0.192
H -0.6694 -4.3865 3.3196 0.063 0.046 0.116
H 1.0795 -2.0251 2.4947 0.371 -0.099 0.022
H 0.5318 -3.1012 5.3065 -0.001 -0.101 -0.129
H 0.0979 -1.5372 4.6341 0.002 -0.005 0.032
H 1.8010 -1.9354 4.9068 0.018 0.019 -0.095
H 1.8871 -4.5116 3.6483 0.116 -0.147 -0.108
C -3.2402 2.5225 -2.2005 0.053 0.117 0.545
C -4.4933 3.3626 -2.2971 -0.425 -0.024 -1.011
C -4.4706 4.2758 -3.5235 -0.271 0.571 0.568
O -5.6636 2.5415 -2.3567 -0.185 0.009 0.458
H -3.1461 1.8545 -3.0602 0.105 0.180 -0.135
H -3.2557 1.8863 -1.3152 -0.079 0.065 0.049
H -2.3778 3.1866 -2.1113 0.150 -0.185 -0.197
H -4.6367 4.0134 -1.4339 0.111 -0.280 0.243
H -3.5757 4.9015 -3.4931 0.162 -0.261 -0.404
H -5.3009 4.9852 -3.4711 -0.122 -0.172 0.015
H -4.5992 3.7157 -4.4496 0.418 -0.028 -0.067
H -5.6003 1.9573 -3.1188 0.127 0.038 -0.043
C 3.7619 -0.4054 -3.1543 -0.806 0.647 0.439
C 3.4760 -1.8095 -2.6556 0.946 0.057 -0.797
C 3.8673 -2.8379 -3.7050 -0.330 -1.037 0.232
O 4.2402 -2.0439 -1.4616 -0.308 -0.109 0.451
H 3.5307 0.3050 -2.3554 0.192 -0.035 -0.010
H 3.1084 -0.1076 -3.9765 0.094 -0.251 -0.156
H 4.8001 -0.2673 -3.4588 0.048 -0.184 -0.023
H 2.4320 -1.9500 -2.3826 -0.014 0.176 0.111
H 3.7645 -3.8424 -3.2782 0.155 0.101 0.106
H 4.9057 -2.7279 -4.0220 -0.022 0.165 -0.061
H 3.2119 -2.8777 -4.5762 0.046 0.503 -0.056
H 5.1687 -1.8623 -1.6362 -0.014 0.054 -0.185
C -4.3197 0.0717 1.0353 -0.590 0.073 0.030
C -4.4694 -1.2089 0.2263 0.675 0.069 -0.210
C -4.1347 -0.9723 -1.2378 -0.758 0.565 -0.397
O -3.6275 -2.2451 0.7351 -0.322 -0.234 0.319
H -4.7090 -0.0833 2.0430 0.036 0.063 0.020
H -4.9203 0.8429 0.5438 0.053 0.105 0.164
H -3.2954 0.4363 1.1190 0.092 -0.157 -0.196
H -5.4997 -1.5521 0.3291 0.058 -0.208 -0.002
H -3.2032 -0.4126 -1.3193 0.217 -0.356 -0.136
H -4.8882 -0.3359 -1.7204 -0.016 0.094 0.271
H -4.1446 -1.8830 -1.8349 0.409 -0.169 0.226
H -2.7329 -1.8867 0.7822 -0.296 -0.094 -0.100
C 3.5154 3.0196 0.5021 -0.128 0.462 0.346
O 4.5690 3.3339 1.4120 -0.009 -0.200 -0.175
H 3.9420 2.6398 -0.4226 0.141 -0.079 0.077
H 2.8331 2.2803 0.9310 0.015 -0.111 -0.158
H 2.9470 3.9261 0.2762 -0.128 -0.122 -0.151
H 4.1572 3.7390 2.1802 0.045 0.018 0.045
C 0.9429 3.2143 -2.3048 -0.654 0.070 0.130
O 0.1647 3.6927 -1.2156 -0.035 0.155 0.153
H 1.1227 4.0953 -2.9179 0.386 -0.127 -0.064
H 1.8582 2.7308 -1.9614 0.153 0.153 -0.133
H 0.3793 2.4955 -2.9101 0.047 -0.026 0.019
H -0.2001 2.9458 -0.7276 0.185 0.014 -0.182
C -1.4030 -4.3056 -1.8118 0.120 -0.303 0.386
O -1.0800 -3.3748 -2.8235 -0.191 0.061 0.145
H -2.0872 -5.0563 -2.2075 0.149 -0.039 -0.178
H -0.4917 -4.8001 -1.4487 -0.097 -0.145 -0.047
H -1.9094 -3.8875 -0.9337 0.012 0.337 -0.191
H -0.9025 -2.5307 -2.3945 -0.033 -0.054 -0.185
C 2.3162 0.9052 4.2174 0.012 -0.073 0.564
O 3.5624 0.2360 4.3790 0.060 -0.286 -0.369
H 1.5148 0.3528 4.7168 -0.050 0.103 0.014
H 2.3657 1.9082 4.6462 -0.132 0.102 -0.223
H 2.0700 0.9436 3.1608 0.218 0.065 -0.048
H 3.8245 0.2513 5.3025 -0.091 0.102 0.023
C 0.2077 3.2604 2.6175 -0.041 -0.250 -0.265
O 0.8768 4.3507 3.2290 0.201 -0.097 0.135
H 0.9413 2.6110 2.1422 0.108 0.202 -0.085
H -0.3201 2.6188 3.3321 -0.146 0.281 0.121
H -0.4776 3.6051 1.8417 -0.081 -0.104 0.022
H 0.2989 5.1166 3.2290 -0.041 -0.039 0.010



97
Properties=species:S:1:pos:R:3:forces:R:3 method="wB97M-V/def2-TZVPD" smiles="NC(N)=O.NC(N)=O.NC(N)=O.NC(N)=O.NC(N)=O.CCO.CCO.CCO.CCO.CCO.CO.CO" homo_ha=-0.31388 de_lowest_ev=4.441 energy_ha=-2132.8055 orbital_gap_ev=8.71
N 4.2560 14.7740 20.4720 1.549 3.071 -1.179
C 3.8970 13.7850 21.2170 6.196 -3.948 6.704
N 2.7540 13.2660 20.9610 -3.398 -2.547 0.067
O 4.7030 13.2140 22.1620 -3.285 2.582 -4.043
H 4.9810 15.3920 20.8040 0.039 -0.251 -0.079
H 3.5840 15.1710 19.8510 -0.189 0.338 -0.495
H 2.4740 12.3500 21.4230 0.294 2.274 -0.532
H 2.1160 13.8780 20.5090 -1.227 0.037 -0.117
N 5.2520 12.5030 17.2390 -1.666 1.437 1.411
C 5.8420 11.4320 16.7870 -3.421 -6.662 0.614
N 6.9200 11.6990 16.1200 3.988 0.388 -3.010
O 5.3520 10.1450 16.8840 2.211 6.061 0.077
H 4.3160 12.3870 17.6540 0.239 0.553 0.308
H 5.6630 13.4460 17.2070 -0.127 -1.048 0.222
H 7.4400 10.9100 15.7900 0.017 -0.420 -0.056
H 6.9790 12.4790 15.4500 -0.245 -0.339 1.036
N 4.4270 13.3550 14.6740 2.928 -3.255 2.562
C 3.8090 14.4590 14.3870 -3.862 2.831 6.227
N 3.6020 14.5120 13.0930 -1.014 2.997 -4.999
O 3.1570 15.2070 15.3370 3.759 -3.231 -5.141
H 4.5680 13.0660 15.6760 -0.433 0.515 -1.599
H 4.7110 12.6590 13.9670 -0.480 0.879 0.643
H 2.9550 15.2560 12.8320 0.374 -0.132 -0.054
H 4.2170 14.2250 12.2970 -0.472 0.281 1.695
N 1.8800 11.2310 22.5360 2.480 1.869 4.201
C 0.8880 11.0110 21.7580 -7.552 2.479 0.680
N 1.1080 10.0650 20.9340 -1.992 -2.471 -4.403
O -0.3630 11.7020 21.8300 6.215 -2.761 -0.460
H 1.6990 11.8920 23.2840 0.364 -0.215 0.041
H 2.8080 10.7750 22.5010 -0.913 0.011 0.165
H 0.3810 9.9750 20.1380 1.355 0.233 1.201
H 1.6130 9.2310 21.1170 0.952 -0.120 0.559
N -2.0810 11.3840 19.6730 -0.522 3.000 1.373
C -1.4090 10.8630 18.6740 -2.880 2.501 -7.150
N -0.7090 9.8090 19.0680 1.092 -2.044 -0.606
O -1.5640 11.2410 17.3590 1.335 -1.768 6.214
H -2.5220 12.3220 19.4710 0.677 -1.667 0.332
H -1.4780 11.3440 20.5540 -0.994 0.548 -0.332
H -0.3000 9.2870 18.2880 -0.046 -0.076 -0.085
H -1.1700 9.2610 19.7750 -0.273 -0.155 0.019
C -0.4840 13.8860 15.2930 -0.741 0.723 -0.891
C -0.4250 14.4490 16.6730 -0.379 -2.222 0.295
O 0.8760 14.6250 16.9960 2.909 2.865 1.367
H -1.4790 13.6430 15.0420 -1.506 -0.015 -0.556
H -0.0290 12.9390 15.2220 1.023 -1.146 0.243
H -0.0450 14.4860 14.4690 -0.206 0.090 0.826
H -0.6950 13.7470 17.4610 -1.543 -0.735 -0.462
H -1.0270 15.3010 16.8740 -0.142 1.245 -0.245
H 1.3890 13.8500 16.8230 0.359 -0.482 -0.326
C 2.1880 7.8620 18.3170 -0.238 -0.558 -2.000
C 0.9370 7.4370 17.4730 0.794 -0.621 0.829
O 0.2130 8.5370 16.9660 -0.242 -0.087 -0.801
H 2.7780 6.9490 18.4820 -0.102 0.400 0.180
H 1.9200 8.3280 19.2220 -0.582 0.134 1.323
H 2.8290 8.6240 17.8520 -0.158 -0.439 -0.476
H 0.2470 6.8820 18.1240 0.284 -0.196 0.124
H 1.2010 6.7520 16.6530 0.230 0.279 0.209
H -0.6260 8.1770 16.6240 0.397 0.506 -0.101
C 2.0920 11.3670 16.6720 1.084 0.034 0.287
C 1.9790 11.7460 18.1370 -0.247 -1.507 -0.916
O 2.9110 12.7770 18.3770 -0.094 -0.362 0.406
H 3.0640 10.9040 16.4990 -0.016 -0.323 0.014
H 2.0770 12.2080 16.0050 -0.120 0.822 -0.188
H 1.3090 10.7380 16.3270 -0.659 -0.792 0.020
H 2.0980 10.8260 18.7900 0.321 1.138 -0.602
H 0.9880 12.1050 18.2910 -1.013 0.467 0.426
H 2.9320 12.8570 19.3480 0.387 0.076 -0.341
C 3.5280 8.1940 15.0270 -1.440 1.741 -0.141
C 3.1990 8.0170 13.5290 0.313 -0.982 1.286
O 3.6550 6.7500 13.0730 0.077 -0.863 -0.399
H 2.9680 9.0930 15.4740 0.722 -1.332 -0.734
H 4.5660 8.3420 15.2920 0.343 0.081 -0.442
H 3.2080 7.3150 15.5390 -0.394 -0.681 0.490
H 3.6580 8.7770 12.9540 0.703 0.715 -0.738
H 2.1580 8.0360 13.2820 -0.933 0.522 0.414
H 2.9050 6.1290 13.0100 0.621 0.620 0.123
C 4.5320 10.3820 20.5150 2.694 -3.176 -0.530
C 5.4450 9.9350 21.7050 0.319 1.838 -0.206
O 4.6210 9.3520 22.7060 -0.348 -0.073 0.218
H 4.2360 9.4760 19.9040 -0.215 0.889 0.932
H 5.1210 10.9190 19.7990 0.483 0.596 -0.279
H 3.7510 10.9880 20.8050 -1.594 0.959 0.593
H 6.0110 10.8460 22.1420 -0.986 -1.268 -0.749
H 6.1890 9.1890 21.4130 -0.044 0.166 -0.413
H 5.2090 8.9510 23.3550 -0.245 0.065 0.082
C 2.2690 11.2990 12.7820 -1.396 1.236 0.700
O 1.8080 12.5990 13.3400 0.022 -2.452 -0.791
H 2.3850 11.3740 11.7000 0.769 0.164 -0.008
H 1.4570 10.5470 12.8410 0.300 0.556 0.603
H 3.1340 10.9430 13.3610 -0.089 -0.005 -0.488
H 2.5230 13.2370 13.1790 -0.499 -0.320 -0.116
C -1.2210 10.3820 14.3850 -0.257 -0.142 0.680
O -2.4680 11.0110 14.7200 1.222 0.031 0.566
H -0.4460 10.5630 15.1530 -0.525 -0.206 -0.143
H -0.7780 10.7440 13.4710 -0.294 0.307 -0.592
H -1.4180 9.3090 14.2930 0.340 -0.131 -0.082
H -2.3260 11.1910 15.6760 -0.543 0.077 -0.492